A single C16H19N7O4 molecule in a non-equilibrium geometry. Source: OMol25; level of theory: wB97M-V/def2-TZVPD.

Cartesian coordinates (Å):
C 4.619 -3.465 -0.445
O 3.584 -2.874 -1.266
C 2.408 -2.613 -0.658
C 1.486 -1.858 -1.398
C 0.308 -1.393 -0.815
N -0.533 -0.679 -1.648
C -1.156 0.528 -1.366
N -1.455 0.797 -0.061
C -1.996 1.957 0.253
N -2.273 2.151 1.569
C -1.359 1.644 2.597
C 0.094 2.217 2.554
O 0.143 3.655 2.416
N -2.363 2.874 -0.736
C -2.894 4.143 -0.634
N -3.084 4.594 -1.838
N -2.616 3.664 -2.723
C -2.150 2.637 -2.072
C -1.467 1.402 -2.400
C -1.280 1.031 -3.790
N -1.823 1.742 -4.821
O -0.631 0.080 -4.202
C -0.059 -1.813 0.447
C 0.744 -2.691 1.167
O 0.261 -3.122 2.387
C 1.143 -3.699 3.358
C 1.979 -3.075 0.636
H 5.556 -3.370 -0.952
H 4.430 -4.536 -0.320
H 4.661 -2.936 0.511
H 1.843 -1.535 -2.389
H -0.376 -0.740 -2.646
H -2.735 3.047 1.770
H -1.311 0.557 2.502
H -1.797 1.871 3.573
H 0.648 1.927 3.491
H 0.569 1.677 1.728
H -0.067 4.131 3.238
H -3.057 4.744 0.290
H -2.206 2.664 -4.609
H -1.417 1.570 -5.733
H -1.031 -1.569 0.881
H 2.032 -3.099 3.566
H 1.427 -4.710 3.100
H 0.589 -3.779 4.291
H 2.610 -3.744 1.200

- M (g mol⁻¹) = 373.373
- HOMO energy (eV) = -7.8
- frontier orbital gap (eV) = 8.13
- structure (SMILES) = COc1cc(Nc2nc(NCCO)n3cnnc3c2C(N)=O)cc(OC)c1
- energy above the lowest of the compared OMol25 structures with the same formula, charge and spin (kJ/mol) = 0.0
- LUMO (eV) = 0.284

Löwdin atomic charge list, values in e, 5 entries:
1 C -0.052
2 O -0.076
3 C -0.267
4 C 0.053
5 C -0.243